# 1
This record from the OMol25 dataset describes a molecular structure, C7H6KNS at a distorted geometry. The level of theory is ωB97M-V with the def2-TZVPD basis set.

Cartesian coordinates (Å):
K: 0.411 -3.605 -0.745
S: -0.252 0.005 2.673
C: -0.038 -1.519 1.926
N: 0.085 -1.520 0.618
C: 0.007 -0.218 0.148
C: 0.096 0.180 -1.201
C: 0.000 1.534 -1.536
C: -0.184 2.494 -0.545
C: -0.276 2.126 0.801
C: -0.178 0.763 1.126
H: -0.006 -2.432 2.507
H: 0.239 -0.572 -1.971
H: 0.069 1.836 -2.579
H: -0.258 3.544 -0.819
H: -0.420 2.876 1.573
H: 0.705 -5.490 -1.977

total charge = 0
gap between HOMO and LUMO (alpha / beta) = 5.403 / 5.402 eV
lowest unoccupied orbital energy (alpha / beta) = -0.0102 / -0.0102 Ha

# 2
This record from the OMol25 dataset describes 2 unconnected molecules or ions with the total composition C3H10NO2 at a distorted geometry. The level of theory is ωB97M-V with the def2-TZVPD basis set.

Cartesian coordinates (Å):
O: -0.840 -0.130 -1.368
C: -1.074 -0.880 -0.451
C: 0.122 -1.053 0.642
C: 1.465 -1.385 0.052
N: 0.325 0.402 1.256
H: -1.862 -1.606 -0.367
H: -0.156 -1.749 1.464
H: 1.738 -0.879 -0.829
H: 1.524 -2.461 -0.085
H: 2.263 -1.280 0.743
H: 1.464 0.555 1.183
H: 0.008 0.580 2.217
H: 0.050 1.221 0.654
H: 0.149 2.964 -0.919
H: -0.788 1.910 -1.100
O: -0.378 2.360 -0.284

energy relative to the best compared isomer or geometry (same formula, charge and spin) = 46.04 kcal/mol
total charge = +1
gap between HOMO and LUMO = 10.762 eV
lowest unoccupied orbital energy = -0.1512 Ha

# 3
This record from the OMol25 dataset describes C4H7N3O in the gas phase at a distorted geometry. The level of theory is ωB97M-V with the def2-TZVPD basis set.

Cartesian coordinates (Å):
C: 1.902 1.005 0.757
N: 1.354 -0.164 1.564
N: -0.102 -0.125 1.479
C: -0.398 -0.138 0.274
C: -1.836 -0.304 -0.145
C: -1.535 -0.281 -1.645
N: -0.262 -0.302 -1.865
O: 0.418 -0.071 -0.704
H: 1.838 0.902 -0.341
H: 3.023 1.112 0.898
H: 1.376 1.980 0.852
H: 1.739 -0.146 2.488
H: -2.291 -1.179 0.394
H: -2.486 0.583 0.173
H: -2.266 -0.238 -2.529

SMILES = CN/N=C1/CC=NO1
energy relative to the best compared isomer or geometry (same formula, charge and spin) = 118.40 kcal/mol
total charge = 0
gap between HOMO and LUMO = 9.356 eV
lowest unoccupied orbital energy = 0.0304 Ha